(1)
The following is a DFT calculation (ωB97M-V/def2-TZVPD) of a cluster of 8 separate species, C36H42F15NO10 in total in a non-equilibrium geometry.

Cartesian coordinates (Å):
C: 9.930 10.569 -21.276
H: 19.621 4.687 -15.930
C: 19.428 3.669 -16.267
C: 12.843 3.447 -28.441
C: 14.546 5.663 -22.913
C: 16.306 -1.770 -23.462
O: 13.608 -1.403 -22.776
O: 15.387 4.731 -23.580
H: 9.908 5.032 -19.901
O: 19.816 5.201 -18.553
H: 13.499 7.387 -25.769
C: 11.886 9.057 -22.679
O: 18.746 0.298 -27.115
O: 15.813 -1.094 -22.264
C: 12.695 1.772 -26.224
H: 15.662 6.758 -26.643
O: 18.663 3.635 -17.423
O: 16.054 8.669 -25.704
C: 11.687 1.750 -27.180
F: 15.223 -0.121 -19.931
H: 10.955 2.628 -29.061
O: 18.430 -0.824 -29.148
H: 13.577 8.852 -26.827
C: 11.064 3.763 -18.549
H: 15.749 -1.440 -24.338
C: 15.450 7.824 -26.725
F: 18.328 3.500 -20.613
H: 20.618 2.078 -16.957
H: 18.990 3.066 -15.471
C: 14.483 -1.038 -21.993
H: 12.964 4.058 -29.323
H: 21.278 2.789 -15.626
H: 13.661 3.298 -20.485
C: 17.853 4.332 -19.672
H: 14.740 4.040 -27.607
H: 18.751 2.735 -28.212
H: 17.945 -0.358 -23.630
C: 16.684 2.730 -23.818
H: 18.858 2.926 -26.516
F: 16.152 1.565 -24.161
C: 10.803 8.369 -22.161
O: 17.817 7.299 -25.499
C: 17.692 9.358 -24.144
H: 17.398 3.367 -27.358
C: 18.991 -0.705 -28.039
F: 16.668 4.011 -19.121
H: 21.410 3.571 -17.291
H: 11.325 12.143 -21.374
F: 13.730 -1.553 -19.815
H: 9.048 8.650 -20.914
C: 15.663 3.514 -22.957
H: 13.024 2.625 -18.144
C: 12.035 10.444 -22.402
F: 21.136 -1.737 -28.273
H: 13.609 5.244 -22.546
H: 10.456 3.701 -17.658
F: 16.813 10.295 -23.931
H: 17.021 1.104 -26.347
C: 17.634 1.187 -27.245
H: 18.482 -1.917 -23.020
H: 14.518 2.600 -25.597
H: 15.754 8.132 -27.725
C: 15.272 6.193 -21.714
F: 18.809 9.949 -24.542
F: 17.965 8.799 -22.962
O: 15.060 2.965 -21.985
C: 13.853 3.433 -27.502
H: 12.581 1.145 -25.351
F: 19.472 -3.017 -27.510
H: 12.904 10.977 -22.757
F: 13.224 0.477 -20.473
C: 14.124 -0.539 -20.530
F: 17.078 3.433 -24.817
H: 10.644 7.323 -22.375
H: 15.421 5.570 -20.832
C: 18.172 2.602 -27.299
C: 17.774 -1.433 -23.693
C: 18.833 4.425 -18.485
C: 13.760 2.619 -26.367
C: 13.904 7.822 -26.682
H: 10.831 1.109 -27.026
C: 11.145 11.121 -21.674
C: 20.779 3.077 -16.552
H: 14.287 6.442 -23.629
C: 9.856 9.150 -21.427
H: 16.982 0.941 -28.084
N: 12.820 3.555 -19.987
H: 16.270 6.427 -22.086
H: 18.137 -1.722 -24.679
C: 10.834 4.498 -19.746
C: 11.694 2.669 -28.274
F: 17.747 2.463 -23.052
C: 17.214 8.345 -25.178
H: 12.619 8.538 -23.279
H: 13.500 7.220 -27.496
H: 14.670 7.068 -21.469
F: 20.403 -1.514 -26.290
F: 17.697 5.563 -20.173
H: 16.238 -2.857 -23.419
C: 19.990 -1.786 -27.529
H: 9.229 11.102 -20.651
C: 11.887 4.368 -20.568
H: 12.014 4.745 -21.572
C: 12.356 3.216 -18.753

Computed properties:
Structure (SMILES) ... CCOC(=O)C(F)(F)F.CCOC(=O)C(F)(F)F.CCOC(=O)C(F)(F)F.CCOC(=O)C(F)(F)F.CCOC(=O)C(F)(F)F.c1cc[nH]c1.c1ccccc1.c1ccccc1

Atom charges from the Mulliken analysis, given in e for atoms 1 to 5: number 1, C, carries -0.76; number 2, H, carries 0.26; number 3, C, carries -0.13; number 4, C, carries -0.41; number 5, C, carries 1.46



(2)
The following is a DFT calculation (ωB97M-V/def2-TZVPD) of a structure of composition C24H27Br3N6O7Zn in a non-equilibrium geometry.

Cartesian coordinates (Å):
C: 2.834 0.224 -3.314
C: -3.989 -0.025 4.650
H: 0.645 1.890 -4.220
C: -1.997 2.131 -2.424
H: -3.555 -2.896 7.077
N: -0.803 1.782 -2.831
H: -2.914 4.361 -4.884
C: 2.892 2.543 1.423
H: 1.619 5.115 -0.175
H: 3.732 -2.127 -5.609
H: -2.351 1.627 -1.549
H: -3.813 -1.457 3.108
O: -1.694 -0.207 -0.792
H: 2.580 -3.733 1.998
C: 3.254 -1.689 -4.714
H: -4.026 0.746 3.921
O: 4.035 -4.494 0.020
H: 2.533 0.451 0.880
H: -3.582 -3.364 4.733
O: 1.268 0.552 4.181
C: 3.519 -0.388 -4.360
H: 2.830 -2.086 1.643
O: 1.546 -1.653 4.195
C: -0.302 2.334 -3.939
Br: -4.030 -1.278 -3.732
C: -3.654 -2.094 6.361
C: 2.427 -2.376 -3.867
C: 2.573 -3.015 1.183
C: -2.116 -1.377 -3.332
N: 1.950 -0.437 -2.516
H: -0.446 3.465 -5.682
H: -0.986 -0.035 4.738
H: 0.367 3.210 -1.351
C: 1.780 4.121 0.070
H: 2.179 -3.398 -4.134
C: 2.731 3.851 1.018
H: -1.915 -0.602 -2.575
H: 2.918 1.259 -3.037
O: 3.894 -2.422 -0.639
H: 3.387 4.571 1.486
C: -1.029 -0.526 0.422
H: 3.785 2.346 2.010
H: 1.174 -2.276 -2.025
N: 1.309 1.854 -0.174
H: 1.579 -2.894 0.744
H: -4.001 -0.590 7.869
O: 0.139 -1.006 0.319
C: -2.813 2.978 -3.149
C: -3.836 -1.304 4.164
C: -3.660 -2.357 5.019
Zn: 0.371 0.408 -1.207
H: 4.231 0.171 -4.935
C: -0.587 -0.720 4.075
H: -0.911 -0.538 3.031
C: -3.928 -0.795 6.794
C: 1.838 -1.746 -2.754
C: 2.150 1.505 0.846
H: -3.788 3.240 -2.778
C: -2.326 3.525 -4.315
C: -0.995 3.127 -4.753
O: -1.804 -1.000 1.323
N: 3.592 -3.373 0.114
Br: -1.152 -1.174 -4.963
Br: -1.630 -3.023 -2.544
H: -0.977 -1.670 4.264
N: 0.888 -0.601 4.191
N: -4.050 0.250 5.940
C: 1.107 3.106 -0.537

Atom charges from the Mulliken analysis, given in e for atoms 1 to 5: number 1, C, carries -0.34; number 2, C, carries -0.12; number 3, H, carries 0.27; number 4, C, carries -0.20; number 5, H, carries 0.39



Number 1: E_HOMO -8.033 eV. Number 2: E_HOMO -7.776 eV.